8 unconnected molecules or ions with the total composition C16H25Cl2N7 at a distorted geometry. Source: OMol25; level of theory: ωB97M-V with the def2-TZVPD basis set.

Each line ends with the Mulliken charge.
Geometry (Å):
Cl (30.75, -20.15, 18.16)  -0.189
C (29.84, -19.61, 19.59)  -0.433
C (29.89, -20.65, 20.70)  -0.369
Cl (31.43, -20.64, 21.57)  -0.181
H (28.89, -19.62, 19.05)  0.233
H (30.14, -18.58, 19.75)  0.339
H (29.69, -21.68, 20.40)  0.312
H (29.11, -20.54, 21.45)  0.288
C (17.39, -11.11, 13.31)  -0.777
C (16.72, -11.51, 14.54)  0.324
N (16.29, -11.94, 15.49)  -0.341
H (18.10, -11.86, 12.96)  0.271
H (18.15, -10.38, 13.60)  0.259
H (16.76, -10.74, 12.51)  0.264
C (21.03, -16.29, 26.99)  -0.690
C (20.82, -17.00, 25.71)  0.285
N (20.70, -17.65, 24.75)  -0.355
H (20.86, -16.95, 27.84)  0.260
H (20.28, -15.50, 27.01)  0.243
H (22.08, -15.99, 27.08)  0.257
C (20.30, -16.87, 17.57)  -0.719
C (21.49, -17.55, 17.13)  0.318
N (22.44, -18.15, 16.83)  -0.365
H (19.68, -16.65, 16.69)  0.255
H (20.58, -15.95, 18.07)  0.248
H (19.68, -17.48, 18.22)  0.262
C (13.38, -18.68, 14.62)  -0.681
C (14.26, -18.25, 13.59)  0.277
N (15.00, -17.94, 12.79)  -0.341
H (13.98, -18.56, 15.52)  0.236
H (13.14, -19.72, 14.39)  0.247
H (12.46, -18.11, 14.61)  0.262
C (25.68, -22.50, 12.27)  -0.698
C (26.14, -23.12, 11.02)  0.279
N (26.48, -23.57, 10.01)  -0.348
H (26.05, -21.47, 12.36)  0.265
H (25.88, -23.19, 13.09)  0.250
H (24.62, -22.33, 12.14)  0.252
C (27.11, -14.57, 14.43)  -0.664
C (25.94, -13.73, 14.37)  0.283
N (24.97, -13.09, 14.30)  -0.368
H (26.84, -15.61, 14.27)  0.261
H (27.48, -14.52, 15.46)  0.247
H (27.75, -14.13, 13.67)  0.241
C (15.15, -13.15, 22.41)  -0.717
C (13.76, -13.24, 22.88)  0.293
N (12.64, -13.22, 23.19)  -0.349
H (15.72, -13.05, 23.33)  0.237
H (15.50, -12.32, 21.78)  0.293
H (15.40, -14.09, 21.93)  0.242

Values from the calculation:
highest occupied orbital energy = -0.3941 Ha
Kohn-Sham gap = 11.10 eV
total charge = 0


2 unconnected molecules or ions with the total composition C10H15P at a distorted geometry. Source: OMol25; level of theory: ωB97M-V with the def2-TZVPD basis set.

Each line ends with the Mulliken charge.
Geometry (Å):
C (1.52, -3.15, 1.78)  -0.560
C (0.19, -3.10, 1.53)  -0.492
C (2.31, -2.14, 1.20)  -0.486
C (-0.45, -2.14, 0.74)  -0.541
C (1.78, -1.19, 0.32)  -0.674
C (0.39, -1.21, 0.11)  0.611
C (-1.21, -0.56, -1.71)  -1.682
C (0.84, 2.08, 0.76)  -0.895
C (-0.56, 2.47, -1.66)  -1.091
C (-0.16, -0.14, -0.65)  0.578
P (0.60, 1.37, -0.88)  0.045
H (1.92, -3.94, 2.40)  0.390
H (-0.49, -3.74, 2.12)  0.294
H (3.42, -2.32, 1.29)  0.266
H (-1.52, -2.04, 0.49)  0.431
H (2.41, -0.46, -0.11)  0.680
H (-1.28, -1.63, -1.51)  0.488
H (-2.12, 0.10, -1.44)  0.329
H (-1.08, -0.23, -2.74)  0.328
H (1.57, 2.88, 0.52)  0.353
H (1.29, 1.13, 1.16)  0.349
H (-0.20, 2.20, 0.96)  0.150
H (-1.52, 2.56, -1.07)  0.281
H (-0.70, 2.10, -2.70)  0.316
H (-0.10, 3.36, -1.61)  0.499
H (-1.63, 1.04, 1.31)  0.033

Values from the calculation:
ΔE to the lowest compared entry with this formula, charge and spin = 86.49 kcal per mole
highest occupied orbital energy (alpha / beta) = -0.2415 / -0.3081 Ha
Kohn-Sham gap (alpha / beta) = 5.79 / 8.06 eV
total charge = 0


A molecular structure, C42H26AsClFeN4OS3 at a distorted geometry. Source: OMol25; level of theory: ωB97M-V with the def2-TZVPD basis set.

Each line ends with the Mulliken charge.
Geometry (Å):
Fe (0.25, -1.96, 1.86)  0.708
Cl (-6.34, 1.15, 0.61)  -0.274
C (-5.00, 0.19, 1.14)  0.254
C (-4.74, 0.07, 2.51)  -0.598
C (-3.65, -0.64, 2.93)  -0.406
C (-2.75, -1.26, 2.03)  0.194
O (-1.72, -1.87, 2.46)  -1.026
C (-3.06, -1.15, 0.63)  1.115
C (-2.24, -1.71, -0.39)  -0.685
N (-1.10, -2.27, -0.17)  0.396
C (-0.32, -2.79, -1.18)  0.024
C (-0.38, -2.45, -2.52)  -0.373
C (0.52, -2.99, -3.43)  -1.148
C (1.44, -3.93, -3.04)  -0.854
C (1.51, -4.35, -1.70)  1.350
C (2.40, -5.34, -1.24)  -0.744
C (2.36, -5.70, 0.08)  -0.501
C (1.48, -5.04, 0.95)  -0.629
N (0.67, -4.08, 0.56)  -0.416
C (0.65, -3.75, -0.75)  0.670
C (-4.20, -0.43, 0.22)  -1.138
H (-5.40, 0.56, 3.22)  0.429
H (-3.43, -0.73, 3.99)  0.449
H (-2.67, -1.68, -1.40)  0.477
H (-1.11, -1.73, -2.87)  0.433
H (0.48, -2.67, -4.46)  0.402
H (2.13, -4.37, -3.76)  0.394
H (3.08, -5.80, -1.94)  0.422
H (3.02, -6.47, 0.47)  0.397
H (1.45, -5.31, 1.99)  0.559
H (-4.42, -0.34, -0.83)  0.351
S (2.67, -2.69, 2.36)  -0.285
C (3.37, -1.44, 3.32)  0.641
C (4.75, -1.26, 3.31)  -0.934
C (5.35, -0.23, 4.01)  0.452
C (6.75, -0.08, 3.98)  -0.089
N (7.90, 0.00, 3.96)  -0.584
C (4.54, 0.67, 4.74)  0.471
C (3.17, 0.48, 4.79)  -0.885
C (2.56, -0.59, 4.12)  0.304
S (0.87, -0.86, 4.27)  -0.322
C (5.13, 1.75, 5.42)  -0.055
N (5.62, 2.63, 5.98)  -0.576
H (5.35, -1.94, 2.72)  0.497
H (2.54, 1.16, 5.35)  0.477
S (0.72, 0.09, 0.76)  -0.057
C (-0.69, 1.06, 1.09)  1.033
C (-1.06, 1.41, 2.39)  -0.763
C (-2.17, 2.21, 2.60)  -0.496
C (-2.91, 2.68, 1.53)  -0.866
C (-2.54, 2.34, 0.23)  -0.583
C (-1.44, 1.54, 0.00)  -0.102
As (-0.84, 0.86, -1.70)  0.924
C (-1.99, 1.87, -2.97)  -0.041
C (-2.95, 1.16, -3.68)  -0.191
C (-3.71, 1.76, -4.67)  -0.769
C (-3.52, 3.10, -4.96)  -0.430
C (-2.56, 3.82, -4.26)  -0.754
C (-1.81, 3.21, -3.28)  0.014
C (0.73, 1.99, -1.94)  0.074
C (1.06, 3.02, -1.08)  0.180
C (2.22, 3.74, -1.26)  -0.853
C (3.07, 3.44, -2.30)  -0.471
C (2.75, 2.41, -3.17)  -0.658
C (1.58, 1.69, -2.99)  -0.524
H (-0.49, 1.04, 3.22)  0.215
H (-2.46, 2.45, 3.61)  0.405
H (-3.78, 3.30, 1.70)  0.374
H (-3.13, 2.69, -0.61)  0.441
H (-3.10, 0.10, -3.45)  0.153
H (-4.45, 1.19, -5.21)  0.392
H (-4.10, 3.57, -5.74)  0.361
H (-2.40, 4.87, -4.50)  0.385
H (-1.07, 3.79, -2.74)  0.398
H (0.40, 3.25, -0.24)  0.356
H (2.46, 4.55, -0.58)  0.415
H (3.99, 3.99, -2.43)  0.376
H (3.42, 2.16, -3.99)  0.382
H (1.32, 0.88, -3.67)  0.336

Values from the calculation:
highest occupied orbital energy (alpha / beta) = -0.1794 / -0.1760 Ha
Kohn-Sham gap (alpha / beta) = 6.32 / 5.53 eV
total charge = -1
multiplicity = 6


C6H8O2 in the gas phase at a distorted geometry. Source: OMol25; level of theory: ωB97M-V with the def2-TZVPD basis set.

Each line ends with the Mulliken charge.
Geometry (Å):
C (0.65, -1.71, -0.49)  -0.487
C (1.54, -0.75, -0.70)  -0.233
C (1.02, 0.49, 0.12)  -0.140
O (0.40, 1.42, -0.74)  -0.428
C (-0.98, 1.06, -0.65)  -0.634
C (-1.26, 0.46, 0.66)  -0.573
C (-0.01, -0.20, 0.99)  0.235
O (-0.22, -1.60, 0.58)  -0.419
H (0.66, -2.66, -1.07)  0.363
H (2.48, -0.66, -1.30)  0.337
H (1.85, 0.93, 0.67)  0.400
H (-1.55, 1.94, -0.97)  0.372
H (-1.19, 0.41, -1.57)  0.229
H (-2.10, -0.13, 0.89)  0.360
H (-1.46, 1.21, 1.50)  0.279
H (0.16, -0.22, 2.10)  0.339

Values from the calculation:
ΔE to the lowest compared entry with this formula, charge and spin = 53.30 kcal per mole
highest occupied orbital energy = -0.3264 Ha
Kohn-Sham gap = 9.82 eV
total charge = 0


Copy entry 1 word for word.
8 unconnected molecules or ions with the total composition C16H25Cl2N7 at a distorted geometry. Source: OMol25; level of theory: ωB97M-V with the def2-TZVPD basis set.

Each line ends with the Mulliken charge.
Geometry (Å):
Cl (30.75, -20.15, 18.16)  -0.189
C (29.84, -19.61, 19.59)  -0.433
C (29.89, -20.65, 20.70)  -0.369
Cl (31.43, -20.64, 21.57)  -0.181
H (28.89, -19.62, 19.05)  0.233
H (30.14, -18.58, 19.75)  0.339
H (29.69, -21.68, 20.40)  0.312
H (29.11, -20.54, 21.45)  0.288
C (17.39, -11.11, 13.31)  -0.777
C (16.72, -11.51, 14.54)  0.324
N (16.29, -11.94, 15.49)  -0.341
H (18.10, -11.86, 12.96)  0.271
H (18.15, -10.38, 13.60)  0.259
H (16.76, -10.74, 12.51)  0.264
C (21.03, -16.29, 26.99)  -0.690
C (20.82, -17.00, 25.71)  0.285
N (20.70, -17.65, 24.75)  -0.355
H (20.86, -16.95, 27.84)  0.260
H (20.28, -15.50, 27.01)  0.243
H (22.08, -15.99, 27.08)  0.257
C (20.30, -16.87, 17.57)  -0.719
C (21.49, -17.55, 17.13)  0.318
N (22.44, -18.15, 16.83)  -0.365
H (19.68, -16.65, 16.69)  0.255
H (20.58, -15.95, 18.07)  0.248
H (19.68, -17.48, 18.22)  0.262
C (13.38, -18.68, 14.62)  -0.681
C (14.26, -18.25, 13.59)  0.277
N (15.00, -17.94, 12.79)  -0.341
H (13.98, -18.56, 15.52)  0.236
H (13.14, -19.72, 14.39)  0.247
H (12.46, -18.11, 14.61)  0.262
C (25.68, -22.50, 12.27)  -0.698
C (26.14, -23.12, 11.02)  0.279
N (26.48, -23.57, 10.01)  -0.348
H (26.05, -21.47, 12.36)  0.265
H (25.88, -23.19, 13.09)  0.250
H (24.62, -22.33, 12.14)  0.252
C (27.11, -14.57, 14.43)  -0.664
C (25.94, -13.73, 14.37)  0.283
N (24.97, -13.09, 14.30)  -0.368
H (26.84, -15.61, 14.27)  0.261
H (27.48, -14.52, 15.46)  0.247
H (27.75, -14.13, 13.67)  0.241
C (15.15, -13.15, 22.41)  -0.717
C (13.76, -13.24, 22.88)  0.293
N (12.64, -13.22, 23.19)  -0.349
H (15.72, -13.05, 23.33)  0.237
H (15.50, -12.32, 21.78)  0.293
H (15.40, -14.09, 21.93)  0.242

Values from the calculation:
highest occupied orbital energy = -0.3941 Ha
Kohn-Sham gap = 11.10 eV
total charge = 0


> Which value of total charge does entry 3 give?

-1


What did the fourth record say?
C6H8O2 in the gas phase at a distorted geometry. Source: OMol25; level of theory: ωB97M-V with the def2-TZVPD basis set.

Each line ends with the Mulliken charge.
Geometry (Å):
C (0.65, -1.71, -0.49)  -0.487
C (1.54, -0.75, -0.70)  -0.233
C (1.02, 0.49, 0.12)  -0.140
O (0.40, 1.42, -0.74)  -0.428
C (-0.98, 1.06, -0.65)  -0.634
C (-1.26, 0.46, 0.66)  -0.573
C (-0.01, -0.20, 0.99)  0.235
O (-0.22, -1.60, 0.58)  -0.419
H (0.66, -2.66, -1.07)  0.363
H (2.48, -0.66, -1.30)  0.337
H (1.85, 0.93, 0.67)  0.400
H (-1.55, 1.94, -0.97)  0.372
H (-1.19, 0.41, -1.57)  0.229
H (-2.10, -0.13, 0.89)  0.360
H (-1.46, 1.21, 1.50)  0.279
H (0.16, -0.22, 2.10)  0.339

Values from the calculation:
ΔE to the lowest compared entry with this formula, charge and spin = 53.30 kcal per mole
highest occupied orbital energy = -0.3264 Ha
Kohn-Sham gap = 9.82 eV
total charge = 0